{
  "formula": "C2H3BrI2",
  "method": "ωB97M-V/def2-TZVPD",
  "symbols": ["C", "C", "Br", "I", "I", "H", "H", "H"],
  "xyz": [[0.35, -1.28, 0.39], [0.98, -0.18, 0.30], [1.35, 0.87, 1.87], [2.00, 0.49, -1.43], [-2.00, 2.23, -0.61], [-3.16, 1.63, -1.39], [0.34, -2.00, -0.42], [0.13, -1.75, 1.30]],
  "lumo_energy_ev": 0.06,
  "relative_energy_kj_mol": 78.0,
  "gap_ev": 9.586
}

=====

{
  "formula": "C2H3BrN",
  "method": "ωB97M-V/def2-TZVPD",
  "symbols": ["N", "C", "C", "Br", "H", "H", "H"],
  "xyz": [[0.96, 0.41, 0.31], [-0.39, -0.05, 0.39], [-1.39, -0.73, -0.75], [-3.08, -1.18, -0.94], [1.24, 0.50, 1.25], [1.14, 1.33, -0.07], [1.52, -0.28, -0.19]],
  "smiles": "[NH3+]C#CBr",
  "lumo_energy_ev": [-6.31, -6.31],
  "relative_energy_kj_mol": 381.6,
  "gap_ev": [7.344, 7.347],
  "total_charge": 1
}

=====

{
  "formula": "C2H3BrN2O",
  "method": "ωB97M-V/def2-TZVPD",
  "symbols": ["H", "N", "N", "H", "O", "C", "C", "Br", "H"],
  "xyz": [[1.21, -1.21, -0.97], [0.88, -0.21, -1.38], [1.58, 0.76, -1.01], [2.33, 0.51, -0.42], [0.25, 1.37, 0.92], [-0.46, 0.48, 0.85], [-1.36, -0.45, 0.88], [-2.71, -0.15, -0.49], [-1.73, -1.11, 1.63]],
  "smiles": "[H]/N=N\\[H].O=C=CBr",
  "lumo_energy_ev": -0.22,
  "relative_energy_kj_mol": 164.5,
  "gap_ev": 8.944
}

=====

{
  "formula": "C2H3BrN2O",
  "method": "ωB97M-V/def2-TZVPD",
  "symbols": ["C", "C", "N", "N", "O", "Br", "H", "H", "H"],
  "xyz": [[0.40, 1.44, -0.30], [-0.23, 0.52, 0.56], [0.05, -1.84, -0.30], [0.74, -1.31, 0.50], [1.50, 1.99, -0.26], [-1.82, -0.08, -0.12], [-0.32, 1.54, -1.15], [-0.34, 0.49, 1.67], [0.02, -2.75, -0.60]],
  "lumo_energy_ev": [-0.58, -0.58],
  "relative_energy_kj_mol": 216.1,
  "gap_ev": [8.330, 8.332]
}

=====

{
  "formula": "C2H3BrN2S",
  "method": "ωB97M-V/def2-TZVPD",
  "symbols": ["C", "C", "N", "N", "S", "Br", "H", "H", "H"],
  "xyz": [[1.20, -0.31, -0.85], [0.16, -1.15, -0.78], [1.29, 0.89, -0.23], [-0.93, 0.94, 1.09], [0.41, 1.65, 0.77], [0.19, -2.82, -1.62], [2.09, -0.56, -1.43], [-0.74, -0.92, -0.25], [-1.50, 1.46, 1.74]],
  "lumo_energy_ev": [-0.83, -0.83],
  "relative_energy_kj_mol": 161.9,
  "gap_ev": [7.858, 7.858]
}

=====

{
  "formula": "C2H3BrN4",
  "method": "ωB97M-V/def2-TZVPD",
  "symbols": ["N", "C", "N", "C", "N", "N", "Br", "H", "H", "H"],
  "xyz": [[0.24, -1.00, -3.04], [-0.03, -0.40, -2.09], [-0.23, 0.39, -1.09], [-0.11, 0.26, 0.20], [-0.31, 1.35, 0.89], [0.32, -1.02, 0.67], [0.35, -1.45, 2.48], [-0.66, 2.17, 0.27], [-0.05, 1.44, 1.82], [0.47, -1.73, -0.10]],
  "smiles": "N#C/N=C(/N)NBr",
  "lumo_energy_ev": -0.50,
  "relative_energy_kj_mol": 9.9,
  "gap_ev": 8.581
}